# 1
DFT (the ωB97M-V functional and the def2-TZVPD basis) results for a single C7H9ClN2OS molecule at a distorted geometry.

Element x y z (Å)
C  -2.65631  0.69930  -0.20523
C  -1.51598  1.37591  -0.48410
C  -2.60814  -0.69680  -0.00555
C  -0.38636  -0.53535  -0.34044
C  2.54308  -0.90782  1.23040
C  -1.49900  2.78349  -1.02861
C  1.25659  -2.97924  -0.18073
N  -0.38168  0.71751  -0.54118
N  -1.41254  -1.30631  0.00857
O  2.22300  -0.82270  -1.45464
S  1.51094  -1.15000  -0.22221
Cl  -4.03074  -1.59366  -0.06591
H  -3.58388  1.25396  -0.10661
H  3.02993  0.02644  1.02816
H  1.69882  -0.79434  1.88379
H  -1.64577  2.73170  -2.11903
H  -2.47784  3.23181  -0.58583
H  -0.51354  3.33048  -0.80145
H  1.60499  -3.40699  0.70769
H  0.19152  -2.83068  -0.23521
H  1.61162  -3.44285  -1.08884

Calculated values
Largest force on an atom in eV/A: 3.12
Multiplicity: 3
E_HOMO (alpha / beta) in eV: -5.4 / -9.8
HOMO-LUMO gap (alpha / beta) in eV: 6.00 / 7.53
Net charge: 0
⟨S²⟩: 2.0135
Molecular weight in g mol⁻¹: 204.682

Atomic partial charges in e from the Löwdin method, atoms 1 to 5: -0.08 -0.37 -0.75 -0.42 -0.07


# 2
DFT (the ωB97M-V functional and the def2-TZVPD basis) results for a single C7H9F molecule at a distorted geometry.

Element x y z (Å)
C  1.03703  1.73411  -2.44593
C  0.83593  1.50412  -1.29204
C  0.51230  0.91525  -0.00308
C  -0.47301  2.00494  0.71972
F  1.72387  0.79881  0.67537
C  -0.22824  -0.38520  -0.18144
C  0.03834  -1.47073  0.55754
C  -0.49595  -2.84641  0.51103
H  1.40404  2.04793  -3.35783
H  -1.37823  1.55498  1.11755
H  0.06915  2.54439  1.54107
H  -0.75122  2.86942  0.03850
H  -0.95355  -0.12959  -0.93261
H  0.73674  -1.49584  1.46635
H  -1.01774  -3.10673  1.55699
H  0.15922  -3.64543  0.25495
H  -1.21868  -2.89402  -0.22615

Calculated values
Largest force on an atom in eV/A: 3.20
Relative energy (zero: lowest compared OMol25 entry of this formula, charge and spin) in kcal per mole: 62.9
E_HOMO in eV: -9.5
Structure (SMILES): C#C[C@](C)(F)/C=C/C
HOMO-LUMO gap in eV: 10.53
Net charge: 0
Molecular weight in g mol⁻¹: 112.147

Atomic partial charges in e from the Löwdin method, atoms 1 to 5: 0.15 -0.08 -0.51 0.00 0.01


# 3
DFT (the ωB97M-V functional and the def2-TZVPD basis) results for a gas-phase ion, C7H9FN (charge +1).

Element x y z (Å)
C  2.30877  -0.95698  0.46179
C  1.69820  0.33754  -0.10967
F  2.11124  0.50236  -1.40878
C  0.19183  0.29944  -0.12499
C  -0.51368  0.18825  -1.31102
C  -1.89736  0.12665  -1.27784
C  -2.55311  0.20051  -0.07232
N  -1.84357  0.31963  1.06206
C  -0.50333  0.36932  1.06824
H  2.72331  -1.50353  -0.37638
H  3.05635  -0.75366  1.21685
H  1.54489  -1.58219  0.91153
H  2.03658  1.21310  0.43869
H  0.01602  0.16497  -2.24632
H  -2.44490  0.04889  -2.20074
H  -3.62531  0.17445  0.01529
H  -2.32439  0.37889  1.94994
H  0.01845  0.47236  2.00367

Calculated values
Largest force on an atom in eV/A: 0.63
Relative energy (zero: lowest compared OMol25 entry of this formula, charge and spin) in kcal per mole: 0.0
E_HOMO in eV: -14.9
Structure (SMILES): C[C@@H](F)c1ccc[nH+]c1
HOMO-LUMO gap in eV: 10.13
Net charge: +1
Molecular weight in g mol⁻¹: 126.154

Atomic partial charges in e from the Löwdin method, atoms 1 to 5: 0.01 -0.32 0.01 -0.12 0.07